# 1
The following is a quantum chemistry calculation of C37H30F9MnN2O4PS4 as an isolated structure, from the Open Molecules 2025 dataset.

Calculated values
E_HOMO (spin up / spin down)   -1.3685 / -1.4731 eV
⟨S²⟩   0.7961
Total charge   -2
LUMO (spin up / spin down)   3.928 / 3.928 eV
2S+1   2
Gap between HOMO and LUMO (spin up / spin down)   5.30 / 5.40 eV

Element x y z (Å)
Mn (0.01477, 0.20766, 0.87539)
S (2.00300, 1.40808, 1.28431)
C (2.37988, 1.04894, 2.95313)
C (3.51205, 1.61048, 3.55677)
C (3.84344, 1.34904, 4.87678)
C (3.03721, 0.50324, 5.63153)
C (1.91405, -0.06310, 5.04754)
C (1.56459, 0.19476, 3.71984)
S (0.11256, -0.53781, 3.04867)
H (4.13604, 2.26314, 2.95597)
H (4.72841, 1.80067, 5.31278)
H (3.28095, 0.28472, 6.66573)
H (1.27561, -0.72531, 5.62273)
C (0.14181, 6.09708, 1.67990)
C (0.15876, 4.59682, 1.40923)
C (-0.70475, 4.10452, 0.21699)
C (-2.15826, 4.59738, 0.31857)
C (-3.02611, 4.12170, -0.84011)
C (-0.12042, 4.61386, -1.08641)
O (-0.08505, 5.79900, -1.37748)
N (0.35325, 3.66787, -1.94374)
C (0.25175, 2.25943, -1.82894)
O (0.60472, 1.59487, -2.78301)
N (-0.27583, 1.76456, -0.68224)
C (-0.69657, 2.58123, 0.28895)
O (-1.08419, 2.03329, 1.33664)
H (0.82326, 6.31530, 2.50484)
H (-0.84965, 6.44711, 1.97386)
H (0.45746, 6.66940, 0.80872)
H (-0.19857, 4.05067, 2.28276)
H (1.18125, 4.24845, 1.24774)
H (-2.14441, 5.68725, 0.34195)
H (-2.56027, 4.23614, 1.26823)
H (-2.64687, 4.49909, -1.79297)
H (-4.05260, 4.47561, -0.73000)
H (-3.05120, 3.03180, -0.89449)
H (0.72864, 3.99126, -2.82222)
F (-5.58780, -5.79606, 3.29842)
C (-4.98657, -4.80963, 4.00571)
F (-4.20361, -5.41301, 4.91620)
F (-5.97783, -4.19597, 4.69224)
C (-4.24003, -3.86071, 3.12162)
C (-4.95099, -3.16498, 2.14746)
C (-4.28836, -2.27596, 1.32499)
C (-2.90754, -2.07875, 1.44001)
C (-2.21376, -2.78159, 2.41684)
C (-2.87785, -3.66676, 3.26073)
P (-1.98745, -0.87910, 0.36800)
C (-2.06532, -1.70636, -1.27629)
C (-1.33823, -1.10193, -2.30594)
C (-1.34322, -1.64321, -3.57893)
C (-2.06554, -2.80290, -3.83492)
C (-2.76563, -3.42912, -2.81811)
C (-2.76324, -2.87728, -1.54403)
C (-2.05070, -3.37154, -5.21938)
F (-2.87810, -4.43122, -5.35874)
F (-0.82927, -3.78555, -5.60116)
F (-2.44328, -2.46151, -6.14447)
C (-3.39458, 0.30921, 0.18016)
C (-3.72324, 1.06300, 1.30787)
C (-4.80984, 1.91968, 1.29525)
C (-5.57966, 2.03896, 0.14446)
C (-5.25213, 1.31554, -0.99205)
C (-4.16041, 0.45899, -0.97273)
C (-6.78068, 2.93021, 0.11863)
F (-6.77692, 3.84246, 1.10908)
F (-6.89138, 3.61391, -1.04062)
F (-7.93768, 2.23554, 0.24932)
H (-6.01868, -3.31642, 2.04448)
H (-4.85099, -1.72643, 0.58031)
H (-1.14601, -2.63112, 2.52381)
H (-2.32681, -4.19618, 4.02627)
H (-0.74369, -0.21846, -2.10821)
H (-0.76627, -1.16866, -4.36247)
H (-3.30542, -4.34571, -3.01383)
H (-3.30093, -3.38672, -0.75520)
H (-3.10620, 0.98029, 2.19504)
H (-5.05417, 2.50339, 2.17290)
H (-5.84176, 1.42668, -1.89354)
H (-3.91085, -0.10381, -1.86285)
C (-0.52959, -4.67049, 0.27099)
O (-0.11901, -3.30965, 0.31610)
C (0.82273, -2.89408, -0.56965)
S (1.43200, -3.93020, -1.73275)
S (1.34476, -1.28766, -0.37406)
H (-1.28422, -4.77336, 1.04928)
H (0.31473, -5.33250, 0.46365)
H (-0.94544, -4.92241, -0.70533)

Calculated atomic charges, method Löwdin, unit e: -0.239, 0.630, -0.667, -0.157, -0.150, -0.151, -0.162, -0.663, 0.630, 0.082, 0.077, 0.076, 0.080, -0.095, -0.162, -0.285, -0.160, -0.058, -0.417, 0.059, 0.212, -0.516, 0.055, 0.101, -0.499, -0.078, 0.069, 0.064, 0.062, 0.121, 0.096, 0.108, 0.123, 0.083, 0.070, 0.065, 0.153, 0.120, -0.577, 0.127, 0.123, -0.136, -0.016, -0.073, -0.301, -0.108, 0.002, 1.082, -0.335, -0.086, 0.012, -0.133, -0.014, -0.071, -0.573, 0.111, 0.138, 0.117, -0.320, -0.071, -0.005, -0.156, -0.023, -0.061, -0.578, 0.124, 0.121, 0.120, 0.119, 0.109, 0.030, 0.122, 0.061, 0.131, 0.113, 0.100, 0.115, 0.121, 0.121, 0.105, -0.142, -0.292, -1.294, 0.523, 0.643, 0.072, 0.072, 0.057



# 2
The following is a quantum chemistry calculation of C37H31AsF9IN2O5PS3Zn as an isolated structure, from the Open Molecules 2025 dataset.

Calculated values
E_HOMO   -5.4071 eV
Energy relative to the best compared isomer or geometry (same formula, charge and spin)   0.000 eV
Total charge   -1
LUMO   1.375 eV
2S+1   1
Gap between HOMO and LUMO   6.78 eV

Element x y z (Å)
Zn (1.83302, -1.26106, -1.04030)
O (-3.67536, -5.49239, 3.20525)
C (-4.30983, -4.65290, 2.34903)
O (-5.50674, -4.58231, 2.36291)
C (-3.43497, -3.87422, 1.42384)
C (-2.16781, -4.31531, 1.04349)
C (-1.38164, -3.55712, 0.19803)
C (-1.86325, -2.34282, -0.28162)
C (-3.12613, -1.89346, 0.09786)
C (-3.91373, -2.66504, 0.93414)
N (-1.02509, -1.60331, -1.14393)
C (-1.54248, -1.05234, -2.15618)
C (-0.72386, -0.31241, -3.13515)
C (-1.34728, 0.35684, -4.17963)
C (-0.55753, 1.00345, -5.11787)
C (0.81713, 0.93665, -4.98350)
C (1.35837, 0.25329, -3.89887)
N (0.60088, -0.34930, -2.98704)
H (-2.72348, -5.34300, 3.15833)
H (-1.78444, -5.27081, 1.38462)
H (-0.39392, -3.88074, -0.09864)
H (-3.47539, -0.92267, -0.23142)
H (-4.89837, -2.33093, 1.23315)
H (-2.61192, -1.13086, -2.38054)
H (-2.42777, 0.36646, -4.24623)
H (-1.01004, 1.54171, -5.94096)
H (1.47815, 1.41119, -5.69555)
H (2.43240, 0.20219, -3.74872)
C (4.64165, -3.53498, -3.52815)
As (3.40464, -4.21873, -2.22465)
C (3.21914, -6.07404, -2.74445)
C (4.20005, -4.35510, -0.48141)
S (1.45284, -3.40282, -2.28761)
H (5.65007, -3.83310, -3.24142)
H (4.57272, -2.45042, -3.55908)
H (4.38110, -3.97505, -4.49022)
H (4.19639, -6.55649, -2.77447)
H (2.75400, -6.11705, -3.72740)
H (2.57824, -6.57770, -2.02352)
H (5.15256, -4.87669, -0.58154)
H (3.51621, -4.92581, 0.14470)
H (4.33960, -3.35892, -0.07512)
O (4.59310, -0.09971, -3.17727)
S (4.46376, -0.21997, -1.72647)
O (5.64723, 0.13019, -0.98007)
O (3.96824, -1.60489, -1.38679)
S (2.84727, 0.90107, -1.11320)
I (1.60086, -1.98362, 1.52632)
F (-2.25844, 6.98702, -2.31184)
C (-1.00374, 6.52641, -2.51310)
F (-0.87538, 6.31266, -3.83380)
F (-0.17508, 7.54307, -2.19783)
C (-0.72809, 5.30007, -1.69593)
C (-0.96217, 5.35205, -0.32334)
C (-0.73190, 4.23219, 0.45160)
C (-0.26856, 3.04803, -0.12668)
C (-0.01862, 3.02198, -1.49378)
C (-0.24807, 4.14430, -2.28280)
P (0.00385, 1.46484, 0.77999)
C (-1.65847, 1.17717, 1.50432)
C (-2.82845, 1.75779, 1.01236)
C (-4.06125, 1.43551, 1.55715)
C (-4.13994, 0.51967, 2.59734)
C (-2.98987, -0.08739, 3.07987)
C (-1.76032, 0.23425, 2.52916)
C (-5.48917, 0.19441, 3.16174)
F (-6.31416, -0.32405, 2.22472)
F (-6.11316, 1.29637, 3.63560)
F (-5.43449, -0.68904, 4.16876)
C (0.89650, 2.05139, 2.28169)
C (2.27420, 1.85437, 2.31602)
C (3.01725, 2.26557, 3.41454)
C (2.38265, 2.86642, 4.48899)
C (1.00678, 3.06237, 4.47286)
C (0.27162, 2.65396, 3.37492)
C (3.16460, 3.33796, 5.67740)
F (3.35208, 4.67790, 5.65685)
F (4.38333, 2.77966, 5.75483)
F (2.53225, 3.06824, 6.83967)
H (-1.32885, 6.26522, 0.12854)
H (-0.91792, 4.27748, 1.51769)
H (0.37322, 2.11834, -1.94704)
H (-0.05090, 4.11109, -3.34548)
H (-2.78074, 2.47760, 0.20531)
H (-4.96280, 1.90017, 1.17653)
H (-3.05401, -0.81924, 3.87370)
H (-0.86556, -0.26209, 2.88827)
H (2.76781, 1.35937, 1.48776)
H (4.08510, 2.09649, 3.43318)
H (0.51362, 3.51966, 5.32117)
H (-0.80337, 2.78579, 3.38644)

Calculated atomic charges, method Löwdin, unit e: 0.000, 0.106, -0.481, 0.117, -0.141, -0.017, -0.063, -0.268, -0.014, -0.007, 0.101, -0.083, -0.269, -0.025, -0.065, -0.037, -0.141, 0.047, 0.094, 0.118, 0.038, 0.108, 0.114, 0.131, 0.110, 0.106, 0.109, 0.066, -0.228, 0.726, -0.279, -0.249, 0.185, 0.047, 0.006, 0.036, 0.033, 0.028, 0.030, 0.040, 0.034, 0.004, -0.430, 0.106, -0.383, -0.624, 0.335, 0.125, 0.128, -0.580, 0.130, 0.136, -0.128, -0.010, -0.068, -0.350, -0.083, 0.005, 1.058, -0.369, -0.073, -0.020, -0.143, -0.008, -0.089, -0.582, 0.127, 0.129, 0.138, -0.347, -0.091, 0.010, -0.129, -0.014, -0.082, -0.579, 0.129, 0.134, 0.125, 0.123, 0.104, 0.053, 0.117, 0.102, 0.123, 0.123, 0.076, 0.028, 0.125, 0.120, 0.103



Computed max |F| (eV/Å) in order:
0.3 0.2